1.
Entry from the OMol25 dataset: a cluster of 2 separate species, C3H6N2O in total at a distorted geometry (the ωB97M-V functional and the def2-TZVPD basis).

Output
multiplicity: 1
LUMO energy: 0.529 eV
SMILES string: c1c[nH]cn1.O
electronic energy: -8235.5216 eV
energy above the lowest of the compared OMol25 structures with the same formula, charge and spin: 27.1 kcal per mole
E_HOMO: -8.78 eV
gap between HOMO and LUMO: 0.342 hartree
net charge: 0

Cartesian coordinates (Å):
C -2.17 -0.37 -0.06
C -0.86 -0.77 -0.12
N -0.09 0.34 -0.06
C -0.97 1.38 0.21
N -2.22 0.98 0.22
H -3.01 -1.04 0.01
H -0.43 -1.68 -0.52
H 0.78 0.53 -0.52
H -0.48 2.35 0.17
O 3.09 -0.22 0.04
H 3.53 -1.02 -0.32
H 2.84 -0.46 0.95


2.
Entry from the OMol25 dataset: a cluster of 2 separate species, C3H6N2O in total at a distorted geometry (the ωB97M-V functional and the def2-TZVPD basis).

Output
multiplicity: 1
LUMO energy (alpha / beta): -0.538 / 0.139 eV
electronic energy: -8230.3228 eV
energy above the lowest of the compared OMol25 structures with the same formula, charge and spin: 147.0 kcal per mole
E_HOMO (alpha / beta): -8.86 / -9.70 eV
gap between HOMO and LUMO (alpha / beta): 0.306 / 0.362 hartree
net charge: 0

Cartesian coordinates (Å):
C 0.52 -0.31 -0.86
C -0.39 0.04 0.37
C -1.86 0.32 0.14
N 3.28 0.09 1.04
N 0.64 0.97 -0.14
O 3.33 -0.69 0.16
H 1.32 -0.98 -0.68
H 0.24 -0.05 -1.90
H -0.22 -0.44 1.29
H -2.23 1.32 -0.21
H -2.32 0.24 1.15
H -2.31 -0.49 -0.38


3.
Entry from the OMol25 dataset: an isolated molecule of C3H6N2O at a distorted geometry (the ωB97M-V functional and the def2-TZVPD basis).

Output
multiplicity: 1
LUMO energy: 0.728 eV
SMILES string: NC(=O)N1CC1
electronic energy: -8233.7023 eV
energy above the lowest of the compared OMol25 structures with the same formula, charge and spin: 69.1 kcal per mole
E_HOMO: -9.43 eV
gap between HOMO and LUMO: 0.373 hartree
net charge: 0

Cartesian coordinates (Å):
N 2.25 -0.01 -0.71
C 1.08 -0.11 -0.02
O 1.12 -0.18 1.20
N -0.17 0.06 -0.79
C -1.67 -0.81 -0.40
C -1.15 0.35 0.25
H 2.28 0.36 -1.65
H 3.06 0.21 -0.13
H -2.68 -0.72 -0.85
H -1.42 -1.83 -0.17
H -1.67 1.29 0.10
H -0.71 0.18 1.22


4.
Entry from the OMol25 dataset: an isolated molecule of C3H6N2O at a distorted geometry (the ωB97M-V functional and the def2-TZVPD basis).

Output
multiplicity: 1
LUMO energy: 0.637 eV
SMILES string: N#C[C@H](O)CN
electronic energy: -8235.3326 eV
energy above the lowest of the compared OMol25 structures with the same formula, charge and spin: 31.5 kcal per mole
E_HOMO: -10.50 eV
gap between HOMO and LUMO: 0.409 hartree
net charge: 0

Cartesian coordinates (Å):
N 2.43 1.12 -1.75
C 1.72 0.71 -0.94
C 0.79 0.27 0.11
O 1.32 -0.84 0.79
C -0.60 -0.07 -0.45
N -1.42 -0.42 0.71
H 0.68 1.13 0.79
H 0.56 -1.19 1.29
H -0.51 -0.95 -1.09
H -0.99 0.76 -1.06
H -1.75 0.42 1.18
H -2.24 -0.95 0.43


5.
Entry from the OMol25 dataset: a cluster of 2 separate species, C3H6N2O in total (the ωB97M-V functional and the def2-TZVPD basis).

Output
multiplicity: 1
LUMO energy: 0.838 eV
SMILES string: c1c[nH]cn1.O
electronic energy: -8235.6815 eV
energy above the lowest of the compared OMol25 structures with the same formula, charge and spin: 23.5 kcal per mole
E_HOMO: -9.02 eV
gap between HOMO and LUMO: 0.362 hartree
net charge: 0

Cartesian coordinates (Å):
C 0.84 -0.81 -0.66
C 1.25 0.43 -0.31
N 0.68 0.67 0.92
C -0.02 -0.45 1.25
N 0.07 -1.36 0.34
H 1.17 -1.46 -1.46
H 1.98 1.13 -0.69
H 0.94 1.31 1.65
H -0.54 -0.50 2.19
O -2.16 0.93 -1.03
H -2.36 0.31 -1.74
H -1.37 1.38 -1.36


6.
Entry from the OMol25 dataset: an isolated molecule of C3H6N2O (the ωB97M-V functional and the def2-TZVPD basis).

Output
multiplicity: 1
LUMO energy: 0.767 eV
SMILES string: [H]/N=C(\C)NC=O
electronic energy: -8236.1670 eV
energy above the lowest of the compared OMol25 structures with the same formula, charge and spin: 12.3 kcal per mole
E_HOMO: -9.95 eV
gap between HOMO and LUMO: 0.394 hartree
net charge: 0

Cartesian coordinates (Å):
H -0.89 -2.32 -0.76
N -0.60 -1.47 -1.23
C -0.26 -0.58 -0.39
C -0.26 -0.74 1.12
N 0.15 0.65 -0.92
C 0.70 1.74 -0.30
O 1.03 2.74 -0.90
H -0.95 -1.54 1.39
H -0.57 0.17 1.64
H 0.74 -1.01 1.48
H 0.08 0.70 -1.93
H 0.82 1.63 0.79